# C4H10S2

One molecule with the formula C4H10S2 at a distorted geometry (ωB97M-V with the def2-TZVPD basis set, the Open Molecules 2025 dataset).

```
16
Properties=species:S:1:pos:R:3:forces:R:3:mulliken_charge:R:1
H -2.744 1.698 0.029 0.171 -0.130 0.250 0.2698
H 1.025 0.963 1.381 0.176 0.107 0.114 0.3039
C -2.734 0.611 -0.087 -0.915 0.670 -0.198 -0.7836
S -0.040 -0.517 -1.156 -1.327 0.412 2.323 -0.1176
H 1.938 0.709 -1.506 -0.140 -0.209 0.105 0.4080
C 1.800 0.662 0.675 -0.178 -0.706 -0.265 -0.4597
H 2.960 -1.156 0.297 0.043 0.028 -0.085 0.3025
H 0.704 1.735 -0.816 -0.096 -0.088 -0.132 0.2890
H 1.361 -1.399 0.982 0.123 -0.250 0.195 0.2987
H 2.633 1.367 0.754 -0.123 0.002 -0.141 0.3677
H -2.774 0.444 -1.156 0.223 -0.347 -0.110 0.3012
S -1.351 -0.190 0.706 1.350 -0.723 -2.173 -0.1038
H -3.665 0.212 0.324 0.116 0.017 0.095 0.2989
C 1.164 0.749 -0.726 0.688 0.860 -0.010 -0.6412
H 2.702 -0.807 2.005 -0.084 -0.048 0.026 0.3250
C 2.243 -0.763 1.018 -0.025 0.403 0.004 -1.0589
```
Positions in Å, forces in eV/Å.

Computed properties:
HOMO: -0.3217 Eh
Energy: -25980.343 eV
M: 122.26 g mol⁻¹
ΔE to the lowest compared entry with this formula, charge and spin: 14.80 kcal/mol
Frontier orbital gap: 8.7170 eV

# C19H22BrCdN2O4SSe3Te

C19H22BrCdN2O4SSe3Te as an isolated structure (ωB97M-V with the def2-TZVPD basis set, the Open Molecules 2025 dataset).

```
54
Properties=species:S:1:pos:R:3:forces:R:3:mulliken_charge:R:1
H -1.338 1.822 1.386 0.001 0.003 -0.002 0.2994
H 0.487 -3.514 2.495 -0.002 -0.004 -0.001 0.5136
Se 2.507 -0.201 3.743 0.100 -0.003 0.020 -0.2286
C 1.077 -6.855 2.167 0.003 0.009 -0.001 -0.3957
C 0.493 -3.300 -0.198 0.085 0.014 -0.069 0.5832
C 1.685 3.961 1.771 -0.031 0.016 0.002 -0.0821
H -5.303 1.087 -0.077 0.001 -0.002 -0.004 0.3918
Se 0.412 0.496 2.978 -0.074 0.030 0.013 -0.5785
N -1.143 -0.383 -3.113 0.016 -0.031 0.025 0.0225
H -4.301 -0.548 -1.672 -0.002 0.005 -0.001 0.4103
Cd 0.895 -0.114 0.398 0.037 0.034 -0.008 1.9984
C -3.680 0.005 -0.978 -0.001 -0.023 0.000 -0.8529
O 0.635 2.424 -0.123 0.025 0.066 -0.001 -0.4692
Te 4.086 0.987 2.184 -0.020 -0.035 0.015 -0.1989
H 1.227 -7.739 2.773 -0.001 -0.002 0.001 0.3778
C 0.470 0.833 -4.450 0.007 0.007 0.002 -1.4813
Se 3.493 -0.094 0.004 0.027 0.009 0.004 -0.6399
O 0.212 -2.259 0.475 -0.072 0.070 -0.039 -1.0141
C 0.768 5.196 1.788 0.002 0.002 0.009 -0.7302
C 0.095 0.172 -3.141 -0.013 -0.002 -0.004 0.4566
H 0.521 0.092 -5.249 0.005 -0.009 0.006 0.3460
C 0.693 -4.555 0.640 0.015 -0.010 0.011 0.0869
H -0.707 4.641 0.298 -0.004 0.007 -0.002 0.1006
C 0.656 -4.476 2.028 0.009 0.002 0.003 -0.3190
S 1.818 3.333 0.069 -0.041 -0.070 -0.033 0.2942
H 1.442 1.302 -4.330 -0.002 0.003 -0.005 0.3360
N -1.506 0.436 -0.113 -0.027 -0.019 -0.008 0.6220
C -1.645 -1.123 -1.963 -0.030 -0.015 -0.082 -0.1901
Br 0.799 -5.536 4.670 -0.002 -0.002 0.002 -0.2332
H 1.295 3.106 2.329 0.028 -0.021 0.005 -0.0653
O 0.861 0.147 -2.197 -0.032 -0.061 0.030 -0.4574
C 0.130 5.334 0.403 -0.018 -0.031 -0.007 -0.4034
H 1.361 6.089 2.001 0.001 -0.003 0.010 0.3039
C 0.929 -5.775 0.021 -0.009 -0.017 0.005 -0.4410
H -1.727 -0.285 -3.924 0.005 0.002 -0.003 0.2445
H 2.696 4.157 2.126 -0.005 0.003 0.014 0.4336
C 0.848 -5.628 2.768 -0.006 -0.009 -0.004 0.0407
C -4.233 0.914 -0.092 -0.025 0.003 0.002 -0.2447
C 1.222 4.922 -0.571 0.042 0.019 0.003 -0.8536
H 0.017 5.110 2.574 -0.005 0.000 -0.006 0.3440
C -3.395 1.594 0.774 0.014 0.001 -0.007 -1.1195
C -2.306 -0.205 -0.968 0.048 0.007 0.051 0.6317
C -2.038 1.320 0.728 -0.004 -0.007 -0.013 -0.3560
H 0.965 -5.798 -1.060 0.000 0.007 -0.001 0.4239
H 1.304 -7.872 0.298 -0.003 -0.001 0.001 0.3670
H 0.898 4.760 -1.598 -0.010 -0.006 0.005 0.4164
H -0.238 6.344 0.212 0.016 0.005 0.003 0.4127
H -2.357 -1.864 -2.327 -0.021 0.021 0.010 0.5967
O 0.596 -3.392 -1.426 -0.053 -0.005 0.031 -0.7546
H 2.068 5.615 -0.558 -0.009 0.012 -0.010 0.3762
C 1.118 -6.920 0.781 0.004 0.003 -0.005 -0.4626
H -3.777 2.315 1.484 -0.002 -0.004 0.003 0.4232
H -0.269 1.587 -4.728 0.000 0.000 0.003 0.3817
H -0.816 -1.665 -1.510 0.034 0.032 0.027 -0.6632
```
Positions in Å, forces in eV/Å.

Computed properties:
HOMO: -0.1390 Eh
Total charge: -1
Energy: -320010.367 eV
M: 931.26 g mol⁻¹
ΔE to the lowest compared entry with this formula, charge and spin: 15.19 kcal/mol
Frontier orbital gap: 6.0003 eV

# C34H24I2N5O6

A 3-piece molecular cluster, C34H24I2N5O6 overall at a distorted geometry (ωB97M-V with the def2-TZVPD basis set, the Open Molecules 2025 dataset).

```
71
Properties=species:S:1:pos:R:3:forces:R:3:mulliken_charge:R:1
C 2.889 -0.245 1.569 -0.325 0.001 0.192 0.4593
H 3.523 -4.607 2.969 0.010 0.028 -0.020 0.4108
C -2.118 -3.519 -2.625 -0.441 -0.441 0.009 0.6672
H 2.723 4.164 0.178 0.019 -0.028 0.007 0.4234
C -1.508 -2.630 -1.603 0.128 0.203 0.115 0.2188
C -0.552 -2.608 -4.352 -0.136 -0.110 -0.071 0.2417
C 4.777 0.898 0.393 -0.144 0.171 0.024 0.3536
C -2.179 -4.272 -4.991 -0.016 -0.041 -0.168 -0.5578
H -2.983 -4.948 -4.731 0.033 0.076 0.125 0.4730
N -4.354 2.283 -0.689 -1.292 -0.923 3.248 -0.6064
H 6.344 2.005 -0.572 -0.035 -0.153 0.039 0.4956
C -3.115 2.337 5.260 0.803 -0.058 -1.224 -1.3846
H 2.194 -2.538 2.791 0.021 0.120 -0.073 0.4923
H 1.731 2.156 1.210 0.055 -0.116 0.047 0.6514
C 5.720 -2.715 1.214 0.007 -0.162 0.065 -0.6319
H 0.090 -0.365 1.093 -0.088 -0.172 -0.305 0.1658
H -2.603 5.055 2.001 0.303 -0.229 -0.641 0.2020
O 1.753 -0.205 2.016 0.429 0.130 0.275 -0.7691
H -4.091 2.253 5.768 0.580 -0.098 -0.101 0.3612
C 0.101 -1.769 -3.317 0.489 0.306 -0.300 0.4612
C -0.108 -2.538 -5.669 -0.007 -0.051 -0.178 -0.5139
C -0.700 -3.330 -6.642 -0.029 -0.004 0.116 -0.4893
C 2.741 2.120 0.821 0.025 0.167 -0.072 -0.6721
C -2.018 -2.625 -0.308 -0.070 0.041 0.282 -1.2696
H -5.993 1.012 1.745 0.422 0.345 0.583 0.2093
I -5.344 4.244 3.856 0.483 -0.795 -0.659 0.1843
H 5.773 -4.728 1.946 -0.015 0.032 -0.003 0.4097
C 0.148 -0.998 -0.954 -0.036 0.050 0.171 -0.7005
C 5.335 2.034 -0.183 -0.025 0.184 -0.048 -0.6535
H -1.849 -1.803 1.669 0.126 -0.433 -0.359 0.6747
O -3.028 -4.267 -2.327 0.071 0.129 0.028 -0.6662
C 3.481 0.944 0.909 0.023 0.100 -0.071 0.3203
H -2.806 3.407 5.241 -0.301 -0.611 0.196 0.3878
O 1.048 -1.061 -3.596 -0.120 -0.040 0.098 -0.6611
C 4.980 -1.541 1.124 -0.107 -0.130 0.089 0.2450
N -4.357 2.373 1.628 0.190 0.170 -0.933 0.7989
C 4.600 3.208 -0.253 -0.040 -0.104 0.041 -0.5057
O 6.673 -0.414 -0.051 -0.131 0.024 0.062 -0.6651
C -3.263 1.929 3.763 -1.085 0.996 0.439 0.4789
H 0.695 -1.864 -5.936 -0.007 0.000 0.154 0.4725
H 6.707 -2.770 0.774 -0.048 0.151 -0.021 0.4917
H 5.039 4.094 -0.694 -0.012 -0.034 0.005 0.4045
H -2.861 -3.256 -0.054 0.057 -0.075 -0.166 0.4903
C -1.447 -1.808 0.656 0.141 -0.134 -0.298 -0.7390
H -1.779 3.504 2.207 0.247 0.505 -0.551 0.0732
C -3.781 2.812 0.466 -0.060 -0.165 -1.144 0.2635
N -5.334 1.537 1.185 -1.878 -1.530 -1.738 -0.3059
H -2.183 -4.827 -7.061 0.014 0.016 0.029 0.4024
H -0.358 -3.269 -7.667 -0.001 -0.008 0.036 0.4060
C -0.430 -1.806 -1.929 -0.103 -0.045 0.234 0.0495
N -2.772 3.657 0.369 0.549 0.628 -0.106 -0.0181
C -5.337 1.483 -0.163 2.321 2.033 -0.579 -0.0636
C 3.299 3.248 0.241 0.019 -0.089 0.013 -0.5993
H 0.992 -0.365 -1.203 -0.033 -0.065 -0.128 0.6184
C -0.359 -0.998 0.336 -0.301 0.016 -0.042 0.5410
C -2.008 4.286 1.454 -0.005 -0.534 1.261 -0.0419
C 3.701 -1.479 1.682 0.056 -0.105 0.031 0.3719
C 3.180 -2.585 2.347 0.026 -0.179 0.037 -0.5284
C 5.194 -3.817 1.874 -0.063 0.104 -0.009 -0.4749
C 5.567 -0.359 0.446 0.598 -0.065 -0.254 0.4973
O -0.785 4.811 0.978 -0.631 -1.434 0.811 -0.1397
H -2.297 1.785 5.754 -0.672 0.052 -0.164 0.3647
N -1.096 5.961 0.197 -0.160 1.928 -0.214 0.2033
I -2.134 0.344 2.872 -0.818 1.443 0.782 0.5075
C -1.729 -4.203 -6.301 0.036 0.063 0.077 -0.4847
H -2.491 3.898 -0.577 -0.155 -0.163 0.194 0.3142
O -1.012 6.928 0.840 0.049 -0.567 -0.562 -0.2421
C 3.927 -3.749 2.446 0.015 0.084 -0.055 -0.6251
H -5.999 0.937 -0.844 0.083 -0.016 0.913 0.4552
C -4.165 2.639 3.019 0.859 -0.440 0.560 -0.8356
C -1.600 -3.467 -4.015 0.102 0.050 -0.130 0.1316
```
Positions in Å, forces in eV/Å.

Computed properties:
HOMO: -0.4199 Eh
Total charge: +1
Energy: -71574.060 eV
M: 852.40 g mol⁻¹
Frontier orbital gap: 7.7485 eV

# C37H47N3P2PtSeSi

C37H47N3P2PtSeSi as an isolated structure (ωB97M-V with the def2-TZVPD basis set, the Open Molecules 2025 dataset).

```
92
Properties=species:S:1:pos:R:3:forces:R:3:mulliken_charge:R:1
H -1.834 -4.702 -4.255 -0.008 0.002 -0.017 0.3257
H 4.527 -5.423 1.913 0.002 -0.002 -0.003 0.4123
N -1.868 1.979 2.606 -0.043 -0.036 0.011 -0.4414
C 1.576 0.943 -3.586 0.019 -0.019 0.033 -0.0706
P -0.437 1.357 -1.728 -0.235 0.093 0.071 -1.1180
C -1.442 -4.458 -3.265 0.012 0.028 0.036 -1.1670
H -2.071 1.761 -4.240 -0.003 -0.001 -0.005 0.3853
H 3.968 -0.288 0.340 0.009 0.005 0.024 0.5133
H -0.406 -4.797 -3.209 0.012 -0.003 -0.006 0.2790
H -1.563 2.685 1.947 0.026 -0.004 -0.004 0.2442
C 0.257 2.922 -3.948 0.001 0.011 0.018 -0.3525
H 1.983 4.524 0.744 0.004 0.022 -0.002 0.5115
H -3.441 -1.008 -2.945 -0.014 -0.037 0.001 -0.0701
H -0.198 -2.947 1.914 0.001 -0.006 0.015 0.3654
H -3.713 -2.294 -4.130 0.004 -0.009 -0.033 0.3686
C 0.146 2.384 4.032 -0.021 -0.007 0.026 -1.5613
C 3.376 -3.656 1.546 -0.013 0.035 0.068 -0.4570
H 0.467 2.812 4.984 0.007 -0.005 0.009 0.5460
C 1.281 -1.591 2.690 0.047 0.078 -0.034 0.3510
C -1.969 1.412 4.976 0.031 0.011 -0.025 -1.7144
H -5.097 0.932 -0.421 0.001 0.003 0.002 0.4413
H -1.065 2.880 0.002 0.011 -0.015 0.020 0.1979
H -3.006 3.794 4.093 -0.013 -0.002 -0.004 0.3834
N 1.493 1.330 0.240 -0.054 0.099 -0.059 -0.2393
H -3.059 1.418 4.926 -0.012 0.003 -0.001 0.4174
C 3.507 -4.361 -1.138 0.026 -0.038 0.008 -0.6620
C -4.955 1.363 -2.520 -0.019 0.020 -0.017 -0.6216
P 1.946 -1.300 1.024 -0.150 -0.130 0.035 -0.1150
C 3.283 -0.042 1.160 -0.002 0.062 -0.074 -1.2883
C -2.206 1.379 -2.127 0.068 0.006 -0.092 0.9335
C -3.338 -2.078 -3.127 0.045 0.016 0.007 -0.4860
C 2.822 -3.219 -0.757 -0.045 0.035 0.043 -0.4943
C 2.761 -2.856 0.587 0.042 0.048 -0.077 0.8314
N -1.420 0.726 2.103 -0.075 0.139 0.064 0.3099
H -0.477 0.504 2.413 0.025 0.003 -0.050 -0.5289
H -1.208 -3.389 4.119 -0.007 -0.008 0.000 0.4343
H 3.888 2.912 1.806 0.004 0.002 0.002 0.4676
C 0.126 -2.077 5.173 0.005 -0.001 0.021 -0.6708
H 3.546 -4.644 -2.181 -0.004 0.000 -0.002 0.4175
H -0.591 -0.644 -4.126 -0.009 0.042 0.004 -0.0322
C 1.036 3.240 -5.047 0.005 0.004 -0.004 -0.8463
Pt 0.479 -0.286 -0.421 0.272 -0.067 0.114 3.6200
C 4.124 -5.151 -0.178 -0.006 -0.013 -0.032 -0.4988
C 1.769 -0.954 3.825 0.026 0.010 -0.002 -0.3206
C 3.012 2.601 1.258 0.000 0.042 0.042 -1.2910
H -0.554 3.580 -3.659 0.002 -0.001 0.005 0.4357
H -0.325 -2.264 6.139 -0.006 -0.001 0.006 0.3856
H -2.652 0.906 -0.075 -0.002 0.016 -0.007 0.1604
C -3.065 1.126 -1.056 0.031 -0.027 0.032 -0.4714
Si -1.552 -2.614 -2.936 -0.072 -0.009 -0.046 0.5911
H -0.195 3.762 -1.252 0.012 -0.020 -0.027 0.6790
H -3.970 -2.600 -2.406 0.000 -0.013 0.015 0.2825
H 0.560 1.377 3.978 0.007 -0.008 -0.018 0.3145
H 2.698 2.663 -6.273 0.004 0.001 0.001 0.3882
C -2.730 1.598 -3.397 0.041 -0.005 -0.003 -0.3862
H 0.583 2.974 3.223 0.009 0.026 -0.035 0.1542
C 0.200 -2.468 2.802 0.005 0.010 -0.074 -0.4813
C -1.919 3.781 4.173 0.000 -0.018 -0.004 -1.8629
C -0.503 -1.726 -4.210 -0.030 -0.026 0.038 -0.6775
C 2.653 1.305 0.955 0.014 -0.135 0.015 0.3471
H 3.185 0.625 -4.964 0.004 -0.004 -0.001 0.4305
H -2.013 -5.021 -2.524 -0.017 -0.003 0.015 0.3158
C 1.192 -1.199 5.066 -0.001 -0.014 -0.018 -0.1907
H 1.779 0.052 -3.003 -0.004 0.008 -0.008 0.4641
C -4.434 1.129 -1.255 -0.028 -0.005 0.002 -0.6688
C -4.104 1.589 -3.591 -0.002 0.019 0.014 -0.7807
H -1.618 0.392 4.805 0.003 -0.001 0.004 0.1742
C 2.360 1.267 -4.683 0.009 -0.014 -0.009 -0.8363
H 3.315 -3.390 2.596 0.001 0.003 -0.023 0.3831
H 3.852 -0.132 2.086 -0.015 -0.001 0.004 0.6102
H -1.509 4.474 3.434 0.003 0.006 -0.010 0.3990
C 2.018 3.447 0.694 0.006 0.004 0.032 -1.2650
H -6.027 1.356 -2.674 -0.006 -0.005 -0.001 0.3689
H -1.663 1.703 5.983 0.002 0.008 0.001 0.4134
H 1.572 -0.693 5.945 0.004 0.008 0.002 0.4130
C 1.094 2.627 0.080 -0.120 -0.111 -0.035 0.3577
H 0.828 4.139 -5.614 -0.004 0.006 -0.004 0.4189
C -0.195 2.846 -0.659 0.159 -0.020 0.024 -1.0279
H 0.552 -1.990 -4.110 0.013 0.002 0.009 0.2265
C 4.055 -4.801 1.163 0.009 -0.014 0.011 -0.6866
Se -0.851 -2.323 -0.799 0.059 -0.026 -0.053 -0.7397
H -4.508 1.753 -4.582 0.002 0.001 -0.004 0.3958
C 0.517 1.763 -3.214 -0.060 0.009 -0.001 0.6238
C -0.370 -2.710 4.039 -0.031 -0.025 0.041 -0.5969
H 4.651 -6.049 -0.474 0.003 -0.002 0.000 0.3794
C -1.384 2.371 3.944 -0.002 -0.004 0.020 1.9340
H -1.634 4.144 5.162 0.006 0.001 0.010 0.4202
H 2.585 -0.247 3.748 0.000 -0.008 0.016 0.1386
H -2.041 0.003 2.444 0.021 -0.029 -0.020 0.2487
H -0.830 -2.008 -5.215 -0.012 -0.015 -0.010 0.4809
H 2.300 -2.616 -1.490 -0.001 0.008 -0.014 0.1933
C 2.088 2.411 -5.415 0.008 0.008 -0.026 -0.5649
```
Positions in Å, forces in eV/Å.

Computed properties:
HOMO: -0.2606 Eh
Energy: -138654.903 eV
M: 897.88 g mol⁻¹
ΔE to the lowest compared entry with this formula, charge and spin: 2.20 kcal/mol
Frontier orbital gap: 7.6209 eV

# C3H2N2O2

A 2-piece molecular cluster, C3H2N2O2 overall at a distorted geometry (ωB97M-V with the def2-TZVPD basis set, the Open Molecules 2025 dataset).

```
9
Properties=species:S:1:pos:R:3:forces:R:3:mulliken_charge:R:1
C 1.685 0.072 -0.023 -1.764 1.643 0.148 0.7487
H -2.395 0.683 0.026 -0.060 0.003 0.045 0.3026
H -1.547 -1.000 -0.020 0.141 -0.345 0.013 0.2506
O 2.198 1.103 0.000 0.172 -1.082 -0.073 -0.2373
N -0.363 0.666 0.016 1.081 0.426 0.035 0.0921
C 1.282 -1.218 -0.029 -0.125 -1.394 -0.063 0.1552
O -0.080 1.864 0.046 -0.773 0.222 -0.003 -0.5744
C -1.507 0.069 0.020 0.833 0.483 -0.101 -0.3685
N 0.727 -2.240 -0.036 0.495 0.044 0.000 -0.3690
```
Positions in Å, forces in eV/Å.

Computed properties:
HOMO (alpha / beta): -0.3256 / -0.3257 Eh
Energy: -10212.616 eV
M: 98.06 g mol⁻¹
ΔE to the lowest compared entry with this formula, charge and spin: 128.52 kcal/mol
Frontier orbital gap (alpha / beta): 7.0578 / 7.0613 eV